# C5H7NO

A single C5H7NO molecule in a non-equilibrium geometry (ωB97M-V/def2-TZVPD, OMol25).

Properties
Net charge = 0
E_tot = -324.631060 Eh
HOMO energy = -9.660 eV
SMILES = C#CCCNC=O
Energy above the lowest of the compared OMol25 structures with the same formula, charge and spin = 58.6 kcal per mole

Each line ends with the Löwdin charge.
CARTESIAN COORDINATES (ANGSTROEM)
O 2.29 -1.81 0.53  0.040
N 0.05 -1.15 0.16  -0.013
C -0.13 0.00 0.97  -0.223
C 1.12 -2.02 0.23  -0.338
C -0.70 1.46 -0.95  -0.150
C 0.20 1.27 0.20  -0.197
C -1.44 1.58 -1.89  0.106
H 0.14 2.13 0.87  0.115
H 0.55 -2.95 0.18  0.122
H -0.60 -1.28 -0.61  0.133
H -1.16 0.04 1.37  0.129
H -2.09 1.71 -2.72  0.027
H 1.23 1.17 -0.14  0.123
H 0.54 -0.13 1.82  0.126


# C5H7NO

A single C5H7NO molecule (ωB97M-V/def2-TZVPD, OMol25).

Properties
Net charge = 0
E_tot = -324.471901 Eh
HOMO energy = -7.979 eV
Energy above the lowest of the compared OMol25 structures with the same formula, charge and spin = 158.5 kcal per mole

Each line ends with the Löwdin charge.
CARTESIAN COORDINATES (ANGSTROEM)
O 1.53 1.01 0.39  -0.070
N -1.79 0.60 -0.07  0.054
C -1.56 -0.83 -0.29  -0.107
C 0.65 0.57 -0.72  -0.148
C 1.95 -0.06 -0.45  -0.108
C -0.46 0.05 0.13  -0.535
C 0.31 -0.16 1.42  0.185
H -1.91 -1.55 0.45  0.110
H -1.62 -1.17 -1.32  0.103
H -0.12 0.44 2.25  0.036
H 2.84 0.21 -1.00  0.121
H -2.24 0.75 0.83  0.092
H 0.50 1.23 -1.58  0.157
H 1.90 -1.06 -0.02  0.110


# C5H7NO

A single C5H7NO molecule in a non-equilibrium geometry (ωB97M-V/def2-TZVPD, OMol25).

Properties
Net charge = 0
E_tot = -324.648490 Eh
HOMO energy = -9.405 eV
SMILES = CC1=CNC(=O)C1
Energy above the lowest of the compared OMol25 structures with the same formula, charge and spin = 47.7 kcal per mole

Each line ends with the Löwdin charge.
CARTESIAN COORDINATES (ANGSTROEM)
O -2.37 -0.23 1.80  0.150
N -1.53 -1.15 -0.24  0.025
C 0.50 -0.05 -0.02  -0.283
C -1.62 -0.19 0.88  -0.458
C -0.62 0.85 0.40  -0.060
C -0.10 -1.20 -0.41  -0.099
C 1.94 0.33 -0.19  -0.049
H -1.26 1.01 -0.58  0.152
H -1.82 -0.35 -0.94  0.136
H 2.42 0.62 0.75  0.080
H 2.50 -0.51 -0.61  0.079
H -0.44 1.76 0.96  0.127
H 0.35 -2.04 -0.91  0.117
H 2.04 1.18 -0.87  0.084